# C51H39BF7GeNO3SbTc

A molecular structure, C51H39BF7GeNO3SbTc (the ωB97M-V functional and the def2-TZVPD basis, the OMol25 dataset).

The charge is +2. The HOMO energy comes out at -13.2 eV. The LUMO energy comes out at -6.36 eV. Its energy relative to the best compared isomer or geometry (same formula, charge and spin) is 0.00 kcal per mole. For the total energy, the calculation gives -146094.6988 eV.

XYZ file:
```
105
C51H39BF7GeNO3SbTc (the ωB97M-V functional and the def2-TZVPD basis)
Tc -0.44 -0.66 0.51
O -3.53 1.00 -0.64
C -2.77 0.61 0.31
O -1.62 1.14 0.40
C -3.13 -0.48 1.24
C -4.43 -0.73 1.63
C -4.63 -1.65 2.66
C -3.53 -2.27 3.22
C -2.26 -2.02 2.72
N -2.05 -1.14 1.74
H -5.25 -0.19 1.17
H -5.63 -1.86 3.02
H -3.64 -2.97 4.04
H -1.38 -2.52 3.11
F -6.21 6.81 -2.36
C -5.34 5.82 -2.21
C -5.75 4.53 -2.50
C -4.84 3.50 -2.35
C -3.55 3.78 -1.91
C -3.16 5.09 -1.62
C -4.06 6.12 -1.77
Sb -2.13 2.27 -1.77
C -0.27 3.14 -1.43
C 0.20 3.88 -2.51
C 1.46 4.45 -2.46
C 2.22 4.27 -1.32
F 3.43 4.81 -1.27
C 1.76 3.56 -0.23
C 0.51 2.98 -0.29
C -2.15 0.87 -3.30
C -1.02 0.77 -4.10
C -0.99 -0.15 -5.14
C -2.11 -0.94 -5.34
F -2.09 -1.83 -6.32
C -3.25 -0.85 -4.55
C -3.27 0.07 -3.52
H -6.76 4.35 -2.85
H -5.15 2.49 -2.58
H -2.15 5.31 -1.28
H -3.79 7.15 -1.56
H -0.40 4.02 -3.41
H 1.85 5.02 -3.29
H 2.38 3.45 0.66
H 0.15 2.41 0.57
H -0.12 1.35 -3.89
H -0.12 -0.27 -5.77
H -4.09 -1.50 -4.75
H -4.14 0.13 -2.89
C 1.61 -3.35 -0.71
C 0.21 -3.18 -1.15
O -0.56 -2.40 -0.55
C -0.32 -3.94 -2.28
C -1.70 -3.99 -2.50
C -2.21 -4.68 -3.59
C -1.34 -5.31 -4.47
C 0.04 -5.25 -4.27
C 0.54 -4.58 -3.17
H 1.78 -2.84 0.23
H 2.27 -2.88 -1.46
H 1.87 -4.40 -0.65
H -2.37 -3.51 -1.80
H -3.28 -4.74 -3.75
H -1.73 -5.84 -5.33
H 0.71 -5.74 -4.96
H 1.61 -4.54 -3.01
F 1.44 -1.05 -3.01
B 1.66 -0.06 -2.07
F 0.25 0.10 -1.33
F 2.54 -0.42 -1.08
F 1.89 1.18 -2.62
C 0.86 -0.72 1.49
Ge 2.34 -0.47 2.82
C 4.04 -0.56 1.90
C 4.84 -1.69 2.01
C 6.06 -1.75 1.36
C 6.50 -0.67 0.60
C 5.70 0.47 0.49
C 4.48 0.52 1.14
C 1.95 1.32 3.48
C 3.00 2.05 4.03
C 2.79 3.34 4.52
C 1.52 3.90 4.45
C 0.47 3.18 3.90
C 0.69 1.90 3.42
C 2.04 -1.94 4.06
C 2.59 -1.87 5.34
C 2.41 -2.90 6.24
C 1.68 -4.03 5.87
C 1.14 -4.12 4.60
C 1.32 -3.08 3.70
H 4.51 -2.54 2.61
H 6.69 -2.63 1.46
H 7.46 -0.71 0.10
H 6.04 1.31 -0.10
H 3.86 1.41 1.04
H 4.00 1.63 4.07
H 3.61 3.89 4.95
H 1.35 4.90 4.83
H -0.52 3.62 3.85
H -0.15 1.34 3.01
H 3.16 -0.99 5.64
H 2.84 -2.83 7.23
H 1.54 -4.84 6.58
H 0.60 -5.00 4.30
H 0.93 -3.17 2.69
```


# C51H39O2P3ReS2

A molecular structure, C51H39O2P3ReS2 (the ωB97M-V functional and the def2-TZVPD basis, the OMol25 dataset).

The charge is +1. The HOMO energy (alpha / beta) comes out at -9.8 / -9.8 eV. The LUMO energy (alpha / beta) comes out at -3.53 / -3.48 eV. For the total energy, the calculation gives -109278.2266 eV.

XYZ file:
```
98
C51H39O2P3ReS2 (the ωB97M-V functional and the def2-TZVPD basis)
Re -0.65 0.68 -0.54
S 0.28 0.33 -2.80
P 2.00 0.44 -1.72
C 1.27 0.70 -0.19
P 1.61 1.07 1.43
S -0.23 0.65 2.12
C 3.03 0.20 2.08
C 4.33 0.64 1.80
C 5.42 -0.10 2.23
C 5.22 -1.28 2.94
C 3.94 -1.72 3.23
C 2.84 -0.98 2.80
C 1.96 2.83 1.66
C 2.61 3.26 2.82
C 2.72 4.61 3.08
C 2.18 5.54 2.20
C 1.53 5.12 1.05
C 1.42 3.76 0.78
C 3.08 1.69 -2.39
C 3.70 2.63 -1.57
C 4.59 3.54 -2.11
C 4.86 3.52 -3.47
C 4.24 2.58 -4.30
C 3.35 1.67 -3.76
C 2.94 -1.08 -1.70
C 4.28 -1.05 -1.33
C 4.98 -2.24 -1.18
C 4.35 -3.46 -1.43
C 3.02 -3.48 -1.82
C 2.31 -2.30 -1.95
H 4.48 1.57 1.27
H 6.42 0.25 2.02
H 6.07 -1.85 3.28
H 3.79 -2.63 3.79
H 1.83 -1.31 3.03
H 3.02 2.54 3.51
H 3.22 4.95 3.99
H 2.26 6.60 2.42
H 1.11 5.84 0.36
H 0.90 3.43 -0.12
H 3.47 2.66 -0.51
H 5.07 4.27 -1.48
H 5.55 4.23 -3.90
H 4.45 2.58 -5.36
H 2.86 0.95 -4.41
H 4.79 -0.11 -1.16
H 6.03 -2.22 -0.90
H 4.90 -4.38 -1.31
H 2.53 -4.43 -2.02
H 1.27 -2.31 -2.26
O -4.18 3.68 -0.73
C -2.60 1.31 -0.33
O -2.04 1.86 -1.40
C -3.82 0.17 1.38
C -4.69 0.50 2.42
C -4.61 -0.14 3.64
C -3.64 -1.11 3.85
C -2.79 -1.47 2.81
C -2.91 -0.88 1.55
P -1.77 -1.30 0.18
C -0.80 -2.70 0.82
C -1.45 -3.83 1.34
C -0.72 -4.89 1.84
C 0.67 -4.85 1.84
C 1.32 -3.73 1.35
C 0.59 -2.66 0.84
C -2.71 -1.99 -1.24
C -2.82 -3.37 -1.44
C -3.46 -3.89 -2.55
C -4.01 -3.04 -3.50
C -3.90 -1.67 -3.33
C -3.25 -1.15 -2.22
H -5.41 1.29 2.26
H -5.28 0.15 4.45
H -3.52 -1.57 4.82
H -2.04 -2.23 3.00
H -2.53 -3.86 1.39
H -1.24 -5.76 2.23
H 1.24 -5.68 2.23
H 2.40 -3.68 1.35
H 1.10 -1.78 0.48
H -2.39 -4.07 -0.74
H -3.53 -4.96 -2.67
H -4.50 -3.45 -4.37
H -4.31 -0.99 -4.07
H -3.19 -0.08 -2.14
C -3.79 1.04 0.18
C -5.05 1.51 -0.44
C -6.12 0.61 -0.60
C -7.27 0.97 -1.27
C -7.38 2.25 -1.80
C -6.35 3.16 -1.63
C -5.20 2.80 -0.95
H -6.02 -0.39 -0.19
H -8.08 0.26 -1.39
H -8.27 2.55 -2.34
H -6.44 4.17 -2.02
H -4.42 4.53 -1.10
```


# C51H40AuN2O4P2

A molecular structure, C51H40AuN2O4P2 (the ωB97M-V functional and the def2-TZVPD basis, the OMol25 dataset).

The charge is +1. The HOMO energy (alpha / beta) comes out at -10.0 / -10.1 eV. The LUMO energy (alpha / beta) comes out at -2.57 / -4.88 eV. The multiplicity is 3. The expectation value of S² is 2.08. For the total energy, the calculation gives -86969.8577 eV.

XYZ file:
```
100
C51H40AuN2O4P2 (the ωB97M-V functional and the def2-TZVPD basis)
Au 0.11 0.12 -0.22
C -3.22 2.90 0.69
O -4.34 2.00 0.62
C -4.20 0.70 0.88
C -5.28 0.02 1.40
C -5.17 -1.34 1.70
C -3.99 -2.03 1.51
C -2.86 -1.41 0.96
C -1.67 -2.20 0.88
N -0.48 -1.80 0.57
N 0.50 -2.73 0.68
C 1.68 -2.30 0.23
O 1.89 -1.17 -0.32
C 2.84 -3.20 0.40
C 2.72 -4.42 1.07
C 3.83 -5.22 1.24
C 5.07 -4.82 0.74
C 5.18 -3.62 0.06
C 4.08 -2.80 -0.11
C -2.98 -0.02 0.54
O -2.13 0.58 -0.16
H -3.67 3.87 0.89
H -2.67 2.91 -0.24
H -2.57 2.62 1.52
H -6.19 0.56 1.60
H -6.03 -1.85 2.12
H -3.92 -3.07 1.79
H -1.75 -3.25 1.17
H 1.76 -4.72 1.45
H 3.74 -6.16 1.76
H 5.93 -5.45 0.87
H 6.14 -3.31 -0.33
H 4.16 -1.86 -0.62
O 0.38 3.27 0.00
C 0.02 3.85 -1.19
C -0.46 5.15 -1.25
C -0.87 5.66 -2.47
C -0.82 4.88 -3.62
C -0.36 3.57 -3.54
C 0.07 3.04 -2.32
P 0.64 1.31 -2.21
C 2.43 1.36 -2.43
C 3.14 2.54 -2.24
C 4.53 2.54 -2.31
C 5.21 1.37 -2.59
C 4.50 0.19 -2.79
C 3.12 0.18 -2.69
C -0.07 0.51 -3.66
C -1.38 0.04 -3.56
C -1.99 -0.53 -4.66
C -1.30 -0.64 -5.86
C 0.01 -0.18 -5.96
C 0.62 0.40 -4.86
C 1.45 3.69 0.75
C 2.17 4.85 0.50
C 3.20 5.19 1.37
C 3.50 4.39 2.47
C 2.79 3.22 2.68
C 1.77 2.84 1.81
P 0.90 1.26 1.94
C -0.44 1.55 3.12
C -0.65 2.78 3.74
C -1.76 2.98 4.54
C -2.69 1.96 4.72
C -2.48 0.73 4.11
C -1.37 0.53 3.31
C 2.10 0.15 2.72
C 1.74 -0.71 3.75
C 2.65 -1.66 4.20
C 3.91 -1.74 3.65
C 4.28 -0.87 2.63
C 3.37 0.06 2.15
H -0.52 5.74 -0.35
H -1.25 6.67 -2.52
H -1.14 5.28 -4.57
H -0.34 2.96 -4.43
H 2.62 3.47 -2.03
H 5.07 3.47 -2.16
H 6.29 1.37 -2.66
H 5.03 -0.73 -3.01
H 2.59 -0.75 -2.82
H -1.92 0.11 -2.62
H -3.00 -0.89 -4.59
H -1.77 -1.09 -6.72
H 0.55 -0.26 -6.89
H 1.64 0.77 -4.94
H 1.94 5.48 -0.34
H 3.76 6.09 1.19
H 4.29 4.68 3.15
H 3.05 2.58 3.51
H 0.07 3.59 3.61
H -1.91 3.94 5.02
H -3.56 2.12 5.34
H -3.19 -0.08 4.25
H -1.22 -0.43 2.83
H 0.77 -0.65 4.21
H 2.36 -2.33 5.00
H 4.62 -2.48 4.00
H 5.26 -0.93 2.18
H 3.66 0.72 1.34
```


# C51H41I4IrN5O2Si

A molecular structure, C51H41I4IrN5O2Si (the ωB97M-V functional and the def2-TZVPD basis, the OMol25 dataset).

The HOMO energy (alpha / beta) comes out at -6.5 / -6.6 eV. The LUMO energy (alpha / beta) comes out at -1.54 / -1.48 eV. The multiplicity is 2. The expectation value of S² is 0.78. Its energy relative to the best compared isomer or geometry (same formula, charge and spin) is 23.95 kcal per mole. For the total energy, the calculation gives -108218.2179 eV.

XYZ file:
```
105
C51H41I4IrN5O2Si (the ωB97M-V functional and the def2-TZVPD basis)
Ir 0.35 0.45 -0.18
I 9.51 1.48 3.04
C 7.52 1.21 2.38
C 7.03 2.01 1.36
C 5.73 1.83 0.93
C 4.92 0.87 1.52
C 5.43 0.07 2.54
C 6.73 0.25 2.97
C 3.52 0.69 1.07
C 3.25 -0.36 0.16
C 4.16 -1.36 -0.25
C 3.47 -2.21 -1.09
C 2.16 -1.71 -1.20
C 1.14 -2.16 -2.10
C 0.92 -3.52 -2.44
C -0.05 -3.90 -3.39
C -0.30 -5.22 -3.69
C 0.41 -6.22 -3.04
I 0.01 -8.25 -3.49
C 1.33 -5.89 -2.06
C 1.57 -4.57 -1.75
C 0.37 -1.10 -2.74
N -0.21 -0.07 -2.06
C -0.78 0.77 -2.99
C -1.56 1.89 -2.64
C -2.03 2.84 -3.63
C -2.56 2.46 -4.87
C -2.90 3.41 -5.82
C -2.74 4.75 -5.54
I -3.24 6.20 -7.00
C -2.25 5.16 -4.31
C -1.90 4.21 -3.37
C -1.85 2.20 -1.27
C -2.95 2.95 -0.79
C -2.78 3.10 0.57
C -1.54 2.50 0.90
N -1.05 1.86 -0.22
C -0.79 2.70 2.07
C 0.57 2.35 2.17
C 1.49 2.85 3.12
C 2.73 2.35 2.78
C 2.54 1.51 1.65
N 1.22 1.52 1.29
C -1.45 3.40 3.19
C -1.55 4.79 3.22
C -2.19 5.43 4.27
C -2.74 4.67 5.29
I -3.74 5.64 6.90
C -2.65 3.29 5.29
C -2.00 2.67 4.23
C -0.48 0.28 -4.28
C 0.21 -0.91 -4.11
N 2.03 -0.59 -0.43
H 7.66 2.75 0.89
H 5.33 2.45 0.14
H 4.80 -0.68 2.99
H 7.12 -0.36 3.77
H 5.18 -1.45 0.06
H 3.86 -3.06 -1.61
H -0.63 -3.14 -3.89
H -1.04 -5.48 -4.43
H 1.85 -6.67 -1.51
H 2.22 -4.34 -0.92
H -2.74 1.42 -5.08
H -3.30 3.10 -6.77
H -2.12 6.21 -4.10
H -1.48 4.53 -2.43
H -3.76 3.31 -1.39
H -3.42 3.61 1.25
H 1.25 3.51 3.93
H 3.66 2.53 3.28
H -1.12 5.38 2.42
H -2.27 6.50 4.29
H -3.07 2.71 6.08
H -1.93 1.59 4.23
H -0.70 0.75 -5.22
H 0.61 -1.54 -4.88
N -0.58 -0.45 2.48
C -0.21 -1.65 3.23
C -0.58 -2.94 2.47
C 0.07 -2.86 1.11
O 1.20 -3.23 0.95
O -0.58 -2.27 0.11
H -0.15 0.36 2.93
H -1.58 -0.31 2.51
H -0.67 -1.69 4.23
H 0.88 -1.64 3.36
H -1.66 -3.06 2.42
H -0.15 -3.79 3.01
C -3.68 -3.72 -1.92
Si -2.95 -3.78 -0.17
C -1.75 -5.24 0.05
C -4.33 -3.84 1.15
C -2.00 -2.10 0.10
H -4.25 -4.62 -2.14
H -2.89 -3.65 -2.66
H -4.34 -2.87 -2.06
H -2.14 -6.13 -0.44
H -1.59 -5.48 1.09
H -0.78 -5.03 -0.39
H -5.07 -4.60 0.90
H -4.85 -2.89 1.22
H -3.96 -4.09 2.14
H -2.34 -1.56 0.98
H -2.18 -1.43 -0.75
```